{
  "formula": "C42H105MnO28P5",
  "method": "ωB97M-V/def2-TZVPD",
  "species": ["Mn", "O", "H", "O", "H", "C", "O", "C", "C", "O", "C", "C", "O", "C", "H", "H", "H", "H", "H", "H", "H", "H", "H", "H", "H", "H", "H", "H", "C", "O", "C", "C", "O", "C", "C", "O", "C", "H", "H", "H", "H", "H", "H", "H", "H", "H", "H", "H", "H", "H", "H", "C", "C", "O", "P", "O", "O", "C", "C", "O", "C", "C", "H", "H", "H", "H", "H", "H", "H", "H", "H", "H", "H", "H", "H", "H", "H", "C", "C", "O", "P", "O", "O", "C", "C", "O", "C", "C", "H", "H", "H", "H", "H", "H", "H", "H", "H", "H", "H", "H", "H", "H", "H", "C", "C", "O", "P", "O", "O", "C", "C", "O", "C", "C", "H", "H", "H", "H", "H", "H", "H", "H", "H", "H", "H", "H", "H", "H", "H", "C", "C", "O", "P", "O", "O", "C", "C", "O", "C", "C", "H", "H", "H", "H", "H", "H", "H", "H", "H", "H", "H", "H", "H", "H", "H", "C", "C", "O", "P", "O", "O", "C", "C", "O", "C", "C", "H", "H", "H", "H", "H", "H", "H", "H", "H", "H", "H", "H", "H", "H", "H"],
  "positions_angstrom": [[0.35185, 1.98089, -0.45009], [1.54905, 3.43508, -1.06474], [2.06492, 4.24745, -0.89599], [-0.82412, 0.66206, -1.31323], [-1.75306, 0.89892, -1.12480], [5.03470, 2.20941, -3.31033], [4.31035, 2.56530, -4.37141], [3.07710, 3.28874, -4.17088], [2.65087, 3.47259, -5.56320], [2.07338, 2.33459, -6.15969], [1.98009, 2.54472, -7.57176], [0.70126, 3.31271, -8.04153], [0.97611, 4.69706, -8.21341], [0.82266, 5.23769, -9.54792], [5.41932, 3.07043, -2.76370], [5.87661, 1.56912, -3.57363], [4.40547, 1.66061, -2.60962], [3.24181, 4.24330, -3.67109], [2.31171, 2.74816, -3.61406], [3.56918, 3.83396, -6.02604], [1.91900, 4.27267, -5.67426], [1.98257, 1.52801, -7.96470], [2.92831, 2.97538, -7.89348], [-0.03659, 3.11976, -7.26278], [0.11130, 2.77315, -8.78242], [1.47401, 4.73889, -10.26559], [1.22913, 6.22950, -9.34995], [-0.16228, 5.44822, -9.96465], [-4.13968, -4.90878, -1.58158], [-3.78814, -4.26311, -2.83323], [-3.37044, -2.83363, -2.68387], [-2.91760, -2.25055, -4.08353], [-1.69651, -2.85873, -4.44145], [-1.23182, -2.45597, -5.70658], [0.28965, -2.84508, -5.78013], [0.92094, -2.12531, -6.82039], [2.10955, -1.44549, -6.35421], [-3.33556, -5.06559, -0.86263], [-4.44544, -5.93823, -1.76826], [-5.06261, -4.45201, -1.22426], [-2.63473, -2.72956, -1.88637], [-4.23647, -2.29360, -2.30116], [-2.84229, -1.16813, -3.97965], [-3.58214, -2.56816, -4.88704], [-1.31065, -1.37097, -5.77485], [-1.77899, -2.91155, -6.53189], [0.42958, -3.89034, -6.05572], [0.81583, -2.75903, -4.82943], [2.54472, -0.99492, -7.24623], [2.90613, -2.06523, -5.94254], [1.89798, -0.66672, -5.62150], [2.07078, 1.32268, 5.20636], [1.02662, 1.21303, 4.07122], [0.34841, 2.45762, 4.10734], [-0.63453, 2.61167, 2.90730], [0.02286, 2.11772, 1.64638], [-1.96893, 1.81776, 3.34782], [-2.76894, 2.21480, 4.45822], [-3.81295, 3.25248, 4.08105], [-1.03612, 4.19122, 2.95790], [-0.28862, 5.22372, 2.42086], [1.00104, 5.58544, 3.14768], [2.87819, 0.65258, 4.91111], [2.42360, 2.31706, 5.47991], [1.69780, 0.99678, 6.17732], [1.61146, 0.96292, 3.18606], [0.42467, 0.30657, 4.13524], [-3.18312, 1.22324, 4.64087], [-2.11904, 2.54765, 5.26751], [-3.45639, 4.12604, 3.53528], [-4.61492, 2.73939, 3.55032], [-4.40408, 3.55936, 4.94389], [-0.21927, 5.16821, 1.33449], [-0.94130, 6.09655, 2.40404], [1.68699, 4.75160, 3.29695], [1.41607, 6.13252, 2.30118], [0.87050, 6.03592, 4.13162], [0.15112, -2.81220, 2.33677], [1.52949, -2.85649, 2.75084], [1.89047, -3.86804, 3.71603], [2.28987, -3.40333, 5.25556], [3.07602, -2.15779, 5.23924], [0.84087, -3.26809, 5.94997], [-0.01919, -4.42693, 6.00310], [-0.81967, -4.57314, 7.26315], [3.01348, -4.66275, 5.95400], [3.22965, -4.66578, 7.24238], [3.66226, -6.02079, 7.75338], [-0.15976, -1.97638, 1.70998], [-0.19195, -3.73572, 1.87038], [-0.52274, -2.66766, 3.18123], [2.10341, -3.09437, 1.85523], [1.74675, -1.89669, 3.21953], [-0.69220, -4.43849, 5.14577], [0.67638, -5.26413, 5.94514], [-0.29118, -4.03024, 8.04677], [-1.79522, -4.11304, 7.10598], [-0.96052, -5.57892, 7.65896], [4.04871, -3.97584, 7.44537], [2.44103, -4.38927, 7.94218], [4.51162, -6.43171, 7.20765], [3.87695, -6.02461, 8.82203], [2.78179, -6.64431, 7.59816], [3.36911, -2.53374, -2.94884], [2.71174, -2.13778, -1.61683], [3.39563, -0.93666, -1.50624], [3.22098, 0.09460, -0.18495], [1.87680, 0.62773, -0.17523], [4.40563, 1.10995, -0.24427], [4.62786, 2.28941, 0.48982], [4.20593, 2.20916, 1.94872], [3.58502, -0.96501, 1.01267], [4.84483, -1.65868, 1.12507], [5.82372, -0.95185, 2.16736], [3.50813, -1.68779, -3.62199], [4.28773, -3.01112, -2.60774], [2.57992, -3.05028, -3.49516], [1.65063, -1.90298, -1.70051], [2.79356, -2.89182, -0.83400], [5.69302, 2.51767, 0.45191], [4.13700, 3.16983, 0.07505], [4.61676, 1.36777, 2.50673], [4.58811, 3.10571, 2.43683], [3.12931, 2.04558, 1.99602], [4.70100, -2.66780, 1.51121], [5.26453, -1.88705, 0.14537], [6.75615, -1.43787, 2.45451], [6.07999, 0.04121, 1.79824], [5.22565, -0.75463, 3.05703], [-2.82597, -6.95938, 1.58018], [-3.21970, -5.99520, 2.67679], [-3.94000, -4.87611, 2.31838], [-3.77969, -3.47689, 3.11381], [-2.96974, -3.63154, 4.31848], [-5.29033, -2.93356, 3.36090], [-6.21412, -3.47445, 4.24352], [-7.24951, -4.46242, 3.54734], [-3.31932, -2.36615, 2.02858], [-3.29895, -0.94579, 2.23452], [-2.79780, -0.28701, 0.93867], [-3.73730, -7.12441, 1.00542], [-1.97292, -6.47447, 1.10555], [-2.54849, -7.79756, 2.21937], [-3.86412, -6.36450, 3.47457], [-2.27181, -5.79773, 3.17739], [-5.90242, -3.67640, 5.26830], [-6.83176, -2.59735, 4.43671], [-7.72286, -4.02706, 2.66729], [-6.73446, -5.38969, 3.29635], [-8.02539, -4.72884, 4.26507], [-4.34069, -0.63291, 2.30513], [-2.84311, -0.66522, 3.18404], [-3.18765, 0.70972, 0.73214], [-1.70996, -0.26851, 1.00469], [-3.05860, -0.85739, 0.04718], [0.15576, 7.74020, -1.76504], [-0.19293, 6.25621, -1.52241], [-1.47625, 5.91425, -1.90509], [-1.99422, 4.39965, -1.77981], [-1.31278, 3.56262, -0.78291], [-3.64629, 4.49506, -1.63186], [-4.50532, 3.50902, -2.16814], [-4.11748, 2.11512, -1.65613], [-1.99462, 3.84892, -3.28244], [-0.82569, 3.37895, -3.88062], [-0.89205, 1.94381, -4.43108], [1.19680, 7.99655, -1.56852], [-0.02147, 8.04267, -2.79713], [-0.35796, 8.43221, -1.09771], [0.50449, 5.57953, -2.01619], [-0.14170, 5.93905, -0.48083], [-5.57479, 3.68876, -2.05849], [-4.30421, 3.83327, -3.18918], [-4.63120, 1.26847, -2.11152], [-3.05854, 1.98250, -1.87783], [-4.40990, 2.07167, -0.60698], [-0.74308, 4.06950, -4.71990], [0.04474, 3.52660, -3.24136], [-1.05394, 1.81874, -5.50171], [0.09778, 1.50300, -4.31266], [-1.44214, 1.19533, -3.86075]],
  "multiplicity": 6,
  "s2": 8.75,
  "relative_energy_kcal_mol": 0.0,
  "orbital_gap_ha": [0.265, 0.319]
}